Record 1
The molecule C3H4N2, computed with ωB97M-V with the def2-TZVPD basis set.

Last column: Mulliken charge in e.
Atoms and positions in Å:
N1 -0.4272 0.8357 0.4818  -0.079
C1 0.6501 0.0535 0.6872  -0.283
C2 0.6776 -0.9326 -0.2721  -0.325
C3 -0.4910 -0.8510 -1.0696  -0.448
N2 -1.1864 0.2205 -0.5394  -0.241
H1 -0.8575 1.4494 1.1627  0.254
H2 1.3294 0.2538 1.5078  0.392
H3 1.4816 -1.6267 -0.4578  0.376
H4 -1.2142 0.7078 -1.4403  0.353

Output
Molecular weight = 68.08 g/mol
Highest occupied orbital energy = -8.279 eV
Relative energy (zero: lowest compared OMol25 entry of this formula, charge and spin) = 312.9 kJ/mol
Total charge = 0
Calculated total energy = -226.1060 Ha

=====

Record 2
The molecule C19H22ClN3O2, computed with ωB97M-V with the def2-TZVPD basis set.

Last column: Mulliken charge in e.
Atoms and positions in Å:
O1 -3.6043 0.6040 -0.1100  -0.706
C1 -2.4433 0.3014 -0.3155  0.445
N1 -2.2306 -0.9731 -0.8747  -0.130
C2 -1.1821 -1.8403 -1.1266  0.367
C3 -1.4883 -3.1775 -1.2476  -0.485
C4 -0.5094 -4.1370 -1.5418  -0.941
C5 0.7717 -3.7276 -1.7175  -0.155
N2 1.0951 -2.4142 -1.6218  0.222
C6 2.4880 -2.0301 -1.8201  -1.811
C7 3.2840 -2.2893 -0.5678  0.392
C8 3.1221 -1.4446 0.5255  -0.209
C9 3.8063 -1.6635 1.7063  -0.823
C10 4.6736 -2.7380 1.8118  -0.328
C11 4.8512 -3.5905 0.7375  -0.641
C12 4.1543 -3.3666 -0.4394  0.602
Cl1 4.4105 -4.4659 -1.7588  -0.233
C13 0.1912 -1.4130 -1.3340  0.958
O2 0.6009 -0.2461 -1.2880  -0.981
N3 -1.3637 1.0352 -0.0268  0.067
C14 -1.4458 2.4107 0.4410  -0.146
C15 -2.1379 3.3180 -0.5805  -0.736
C16 -2.1679 4.7578 -0.0793  -0.732
C17 -2.8826 4.8382 1.2659  -0.584
C18 -2.1959 3.9351 2.2854  -0.713
C19 -2.1688 2.4941 1.7871  -0.793
H1 -3.1310 -1.4375 -0.9310  0.173
H2 -2.5119 -3.4958 -1.1128  0.370
H3 -0.7716 -5.1775 -1.6259  0.408
H4 1.5799 -4.4028 -1.9458  0.399
H5 2.8931 -2.5899 -2.6640  0.684
H6 2.4935 -0.9603 -2.0457  0.402
H7 2.4475 -0.6069 0.4321  0.515
H8 3.6653 -0.9957 2.5421  0.394
H9 5.2144 -2.9157 2.7285  0.373
H10 5.5249 -4.4304 0.8079  0.419
H11 -0.4850 0.7293 -0.4475  0.214
H12 -0.4094 2.7430 0.5723  0.408
H13 -1.6103 3.2585 -1.5356  0.327
H14 -3.1558 2.9551 -0.7279  0.335
H15 -1.1447 5.1270 0.0301  0.346
H16 -2.6753 5.3907 -0.8102  0.346
H17 -3.9186 4.5169 1.1421  0.334
H18 -2.8888 5.8700 1.6247  0.297
H19 -1.1728 4.2847 2.4490  0.350
H20 -2.7224 3.9831 3.2408  0.343
H21 -1.6630 1.8509 2.5108  0.323
H22 -3.1864 2.1261 1.6560  0.336

Output
Molecular weight = 359.86 g/mol
Highest occupied orbital energy = -8.002 eV
Relative energy (zero: lowest compared OMol25 entry of this formula, charge and spin) = 68.7 kJ/mol
Total charge = 0
SMILES string = O=C(Nc1cccn(Cc2ccccc2Cl)c1=O)NC1CCCCC1
Calculated total energy = -1512.2229 Ha

=====

Record 3
A 2-piece molecular cluster, CH3NOS2 overall, computed with ωB97M-V with the def2-TZVPD basis set.

Last column: Mulliken spin population.
Atoms and positions in Å:
C1 -0.5205 1.0597 -0.5906  -0.003
N1 -0.9261 0.9764 -1.7812  0.003
O1 0.5135 -1.4498 0.3792  0.290
S1 0.4570 -1.6524 3.1626  1.094
S2 1.3290 -1.8757 1.4540  0.613
H1 0.5910 1.0624 -0.3225  0.003
H2 -1.2167 1.1890 0.1936  -0.001
H3 -0.2273 0.6903 -2.4950  0.000

Output
Molecular weight = 109.18 g/mol
Highest occupied orbital energy (spin up / spin down) = -8.396 / -9.524 eV
Relative energy (zero: lowest compared OMol25 entry of this formula, charge and spin) = 86.2 kJ/mol
Total charge = 0
Multiplicity = 3
Calculated total energy = -966.1334 Ha

=====

Record 4
The molecule C4H5N3O5, computed with ωB97M-V with the def2-TZVPD basis set.

Last column: Mulliken charge in e.
Atoms and positions in Å:
O1 -2.1349 -1.3544 -1.7395  -0.567
C1 -1.4549 -0.8030 -0.9200  0.270
C2 -1.8991 0.1622 0.1822  -0.497
C3 -0.5628 0.6690 0.8556  -0.869
C4 0.5794 0.0537 -0.0203  0.831
N1 1.4893 1.1409 -0.6105  0.945
O2 1.0311 2.2375 -0.8423  -0.579
O3 2.6230 0.7847 -0.7662  -0.577
N2 1.6238 -0.8148 0.7666  0.804
O4 1.7948 -0.3379 1.8631  -0.557
O5 2.1026 -1.8239 0.3294  -0.570
N3 -0.0803 -0.7563 -1.0868  -0.321
H1 -2.3061 0.9629 -0.2452  0.283
H2 -2.5720 -0.3648 0.7849  0.367
H3 -0.3887 1.6728 0.8117  0.405
H4 -0.2908 0.1642 1.8797  0.321
H5 0.4457 -1.5927 -1.2424  0.310

Output
Molecular weight = 175.10 g/mol
Highest occupied orbital energy = -10.898 eV
Relative energy (zero: lowest compared OMol25 entry of this formula, charge and spin) = 0.0 kJ/mol
Total charge = 0
SMILES string = O=C1CCC([N+](=O)[O-])([N+](=O)[O-])N1
Calculated total energy = -695.6853 Ha